{
  "formula": "C23H92O23",
  "method": "ωB97M-V/def2-TZVPD",
  "lumo_ev": 0.18,
  "orbital_gap_ev": 9.36,
  "e_homo_ev": -9.186,
  "elements": ["C", "O", "H", "H", "H", "H", "C", "O", "H", "H", "H", "H", "C", "O", "H", "H", "H", "H", "C", "O", "H", "H", "H", "H", "C", "O", "H", "H", "H", "H", "C", "O", "H", "H", "H", "H", "C", "O", "H", "H", "H", "H", "C", "O", "H", "H", "H", "H", "C", "O", "H", "H", "H", "H", "C", "O", "H", "H", "H", "H", "C", "O", "H", "H", "H", "H", "C", "O", "H", "H", "H", "H", "C", "O", "H", "H", "H", "H", "C", "O", "H", "H", "H", "H", "C", "O", "H", "H", "H", "H", "C", "O", "H", "H", "H", "H", "C", "O", "H", "H", "H", "H", "C", "O", "H", "H", "H", "H", "C", "O", "H", "H", "H", "H", "C", "O", "H", "H", "H", "H", "C", "O", "H", "H", "H", "H", "C", "O", "H", "H", "H", "H", "C", "O", "H", "H", "H", "H"],
  "coordinates": [[27.080, 4.429, 30.122], [26.903, 3.349, 29.122], [26.425, 4.323, 30.987], [28.117, 4.558, 30.430], [27.042, 5.461, 29.771], [26.810, 2.470, 29.495], [26.029, -0.001, 21.333], [25.646, 1.329, 21.729], [26.723, -0.497, 22.011], [25.210, -0.682, 21.102], [26.702, -0.083, 20.480], [26.505, 1.745, 21.835], [24.220, 4.456, 21.070], [23.992, 3.234, 20.393], [23.371, 5.092, 20.817], [24.386, 4.308, 22.137], [25.056, 4.934, 20.560], [24.603, 2.610, 20.792], [23.670, -3.074, 31.108], [22.492, -3.288, 31.766], [24.461, -2.700, 31.757], [24.204, -3.975, 30.806], [23.593, -2.437, 30.227], [22.254, -2.524, 32.295], [29.143, -7.288, 25.795], [27.921, -6.573, 25.990], [29.488, -7.723, 26.733], [29.131, -8.076, 25.042], [29.955, -6.691, 25.380], [28.102, -5.631, 25.984], [27.141, 4.061, 24.620], [28.286, 3.156, 24.853], [26.209, 3.497, 24.662], [27.055, 4.923, 25.282], [27.170, 4.492, 23.620], [28.498, 3.264, 25.783], [19.965, 3.046, 27.131], [19.251, 4.215, 26.764], [20.035, 3.032, 28.218], [19.440, 2.236, 26.624], [20.969, 3.137, 26.718], [19.221, 4.246, 25.805], [26.966, -3.845, 23.336], [27.768, -4.558, 22.489], [27.231, -4.001, 24.381], [27.049, -2.772, 23.164], [25.938, -4.145, 23.133], [27.352, -4.557, 21.623], [24.991, -6.367, 23.617], [24.439, -7.545, 24.034], [26.052, -6.303, 23.861], [24.737, -6.218, 22.568], [24.471, -5.497, 24.017], [23.605, -7.205, 24.368], [27.783, -2.275, 28.203], [27.932, -0.894, 28.285], [27.453, -2.595, 27.215], [28.641, -2.835, 28.573], [26.933, -2.492, 28.850], [28.292, -0.601, 27.445], [25.388, -0.230, 25.544], [25.346, -1.585, 25.040], [24.341, 0.047, 25.668], [25.946, -0.172, 26.479], [25.856, 0.522, 24.908], [24.958, -2.082, 25.764], [21.711, -0.426, 27.777], [20.527, -1.036, 28.184], [22.223, 0.107, 28.579], [22.426, -1.166, 27.416], [21.527, 0.210, 26.912], [19.850, -0.988, 27.504], [20.820, -6.076, 25.764], [21.578, -7.138, 25.196], [19.970, -5.989, 25.088], [20.415, -6.364, 26.735], [21.306, -5.103, 25.836], [21.221, -7.990, 25.457], [29.870, 2.702, 27.636], [28.805, 3.616, 27.373], [29.468, 1.741, 27.955], [30.580, 2.614, 26.814], [30.377, 3.114, 28.509], [28.154, 3.525, 28.073], [27.933, 0.903, 31.287], [26.846, 0.803, 30.346], [27.590, 1.167, 32.287], [28.659, 0.101, 31.421], [28.447, 1.821, 31.002], [27.151, 0.091, 29.778], [22.656, -2.948, 23.746], [23.270, -1.812, 23.209], [22.641, -3.164, 24.815], [21.642, -3.100, 23.378], [23.145, -3.787, 23.252], [24.101, -1.698, 23.677], [29.093, -0.975, 25.046], [28.693, 0.163, 25.729], [28.173, -1.338, 24.588], [29.842, -0.721, 24.296], [29.630, -1.786, 25.539], [28.769, 0.857, 25.069], [23.922, 3.088, 28.213], [24.849, 3.033, 27.210], [24.285, 3.834, 28.919], [22.906, 3.306, 27.882], [23.726, 2.161, 28.750], [25.658, 3.456, 27.506], [19.419, -1.832, 25.015], [18.782, -1.007, 25.986], [20.068, -1.283, 24.333], [20.144, -2.450, 25.545], [18.719, -2.486, 24.494], [17.934, -0.725, 25.637], [29.466, 1.807, 21.594], [28.290, 2.130, 22.289], [29.599, 0.726, 21.553], [29.290, 2.206, 20.595], [30.367, 2.321, 21.930], [28.511, 2.551, 23.122], [21.727, 1.499, 24.097], [20.834, 1.703, 23.012], [21.572, 0.539, 24.591], [22.730, 1.611, 23.686], [21.600, 2.260, 24.868], [21.036, 0.988, 22.405], [21.412, -1.344, 20.435], [21.245, -0.842, 21.703], [21.609, -2.416, 20.464], [20.489, -1.229, 19.866], [22.348, -1.023, 19.979], [22.036, -1.106, 22.179], [24.127, -4.485, 27.129], [24.235, -3.085, 26.930], [25.079, -4.989, 27.292], [23.453, -4.554, 27.983], [23.831, -4.766, 26.118], [24.747, -2.707, 27.648]],
  "forces_ev_per_angstrom": [[0.699, -0.551, -0.007], [0.186, 2.888, 0.444], [0.031, -0.187, -0.194], [0.348, -1.229, 0.478], [-1.322, -0.316, -1.169], [-0.119, -0.657, 0.877], [0.730, -0.473, -0.266], [0.090, -1.614, -0.571], [-0.512, 0.077, 1.153], [-0.361, 0.510, 0.396], [-0.316, 0.916, -0.870], [0.475, 0.606, 0.345], [-0.143, -0.040, -1.402], [-0.235, -0.041, 0.208], [-0.171, 0.042, 0.638], [-0.113, 0.290, 0.045], [0.494, 0.317, 0.515], [0.084, -0.638, -0.047], [2.282, 0.351, -0.360], [-1.221, -0.729, 0.508], [-0.070, 0.803, 0.278], [-0.888, -0.696, -0.255], [-0.163, 0.222, -0.096], [0.069, 0.049, -0.122], [0.722, 0.144, -0.095], [0.252, -0.431, -0.342], [-0.058, -0.007, 0.065], [-1.043, -0.190, 0.100], [-0.036, 0.624, 0.328], [0.136, -0.090, -0.073], [0.107, -0.770, -0.446], [-1.393, 1.145, -1.427], [0.005, -0.103, 0.252], [0.490, -0.297, 0.453], [0.465, -0.227, -0.138], [0.164, 0.187, 0.956], [0.005, 0.703, -0.934], [-0.296, 0.750, 0.266], [-0.300, -0.434, -0.159], [0.325, -0.742, 0.735], [0.250, -0.361, 0.159], [-0.021, 0.051, -0.044], [-1.261, 1.171, 0.373], [1.573, -1.089, -0.969], [-0.024, -0.326, -0.041], [-0.088, 0.248, 0.010], [-0.284, 0.331, 0.611], [0.150, -0.098, -0.044], [0.440, 1.576, -1.015], [-0.933, -0.850, 1.001], [-0.022, -0.031, -0.324], [0.853, -0.052, -0.700], [0.154, 0.196, 0.786], [-0.711, -1.136, 0.394], [-1.165, -0.673, 0.516], [0.368, 0.585, 0.058], [0.356, -0.096, -0.270], [0.149, -0.029, -0.211], [0.010, -0.424, 0.279], [0.126, 0.768, -0.259], [-0.639, -0.084, 0.183], [1.100, 1.127, -0.741], [0.067, 0.523, 0.359], [-0.175, -0.116, 0.215], [0.026, -0.583, -0.600], [-0.298, -0.708, 0.079], [0.351, -0.198, -1.021], [-0.193, -0.375, 1.118], [-0.384, 0.231, 0.141], [0.210, -0.330, -0.015], [0.130, 0.524, 0.137], [-0.117, 0.201, -0.293], [-1.517, -0.837, -0.424], [1.290, 0.421, 0.041], [-0.323, 0.624, 0.163], [0.199, 0.192, 0.198], [0.572, -0.435, -0.136], [-0.084, 0.146, 0.104], [-0.329, 0.525, 1.410], [1.137, 0.023, -1.365], [0.116, -0.275, -0.400], [-0.379, 0.069, -0.112], [0.596, -0.172, -0.006], [-0.676, -0.241, 0.468], [-0.090, 2.074, 0.504], [0.742, -0.738, 0.980], [-0.588, -0.393, 0.025], [-0.416, -0.377, -0.700], [0.725, -0.113, -0.064], [-0.276, -0.245, -0.967], [-0.160, -2.075, -1.268], [-0.854, 0.561, 0.297], [0.346, 0.852, 0.250], [-0.262, 0.799, 0.038], [0.252, -0.605, 0.348], [0.749, 0.346, 0.432], [0.039, -0.955, -1.938], [0.627, 0.611, 1.307], [0.327, -0.749, -0.407], [-0.200, 0.123, -0.500], [-0.458, 0.242, 1.177], [-0.404, 0.696, 0.338], [-0.932, 0.400, 1.574], [0.610, -0.581, -1.925], [-0.676, 0.060, 0.439], [0.155, 0.670, -0.504], [0.722, -0.518, 0.155], [0.033, -0.178, 0.191], [0.809, -0.279, 0.310], [-0.043, -0.103, -0.279], [-0.518, 0.385, -0.383], [-0.238, -0.273, 0.294], [0.015, 0.135, -0.099], [0.032, 0.162, 0.057], [-0.188, 0.377, -1.170], [-0.206, -0.027, 0.433], [0.231, -0.014, 0.005], [0.319, -0.404, -0.369], [-0.052, -0.139, 0.492], [-0.106, 0.126, 0.634], [0.123, 0.472, -0.461], [-0.300, 0.227, 0.769], [0.172, -0.277, -0.083], [0.397, -0.332, 0.446], [-0.207, 0.157, -0.240], [-0.205, -0.292, -0.494], [0.407, -1.451, -0.974], [-0.528, 0.734, 0.948], [-0.364, -0.589, 0.175], [0.380, 0.459, -0.263], [-0.326, 0.894, -0.571], [0.448, 0.134, 0.690], [0.113, 0.553, -0.551], [0.837, 1.043, 0.282], [0.134, 0.129, 0.298], [-0.287, -1.116, -0.406], [-0.799, -0.923, 0.548], [-0.063, 0.151, 0.303]]
}

{
  "formula": "C24H13ClF6I2N3O6RuSe3Te",
  "method": "ωB97M-V/def2-TZVPD",
  "lumo_ev": [3.04, 2.77],
  "orbital_gap_ev": [5.23, 4.84],
  "spin_multiplicity": 6,
  "e_homo_ev": [-2.188, -2.073],
  "s_squared": 8.77,
  "charge": -2,
  "elements": ["Ru", "O", "C", "O", "C", "C", "Cl", "N", "N", "C", "C", "O", "O", "C", "C", "C", "C", "C", "C", "H", "H", "H", "H", "H", "H", "Se", "Se", "Te", "Se", "I", "C", "C", "C", "I", "C", "C", "C", "C", "N", "C", "C", "O", "H", "H", "H", "H", "C", "C", "O", "C", "F", "F", "F", "C", "F", "F", "F", "H", "H", "H"],
  "coordinates": [[-1.202, -1.066, -0.580], [-5.189, -0.945, 3.731], [-4.047, -0.535, 4.266], [-3.961, -0.414, 5.476], [-2.887, -0.358, 3.351], [-1.666, 0.253, 3.697], [-1.270, 1.125, 5.113], [-0.798, 0.196, 2.644], [-1.459, -0.378, 1.625], [-2.661, -0.791, 2.039], [-3.564, -1.371, 1.046], [-4.794, -1.273, 1.285], [-3.106, -1.958, 0.045], [0.609, 0.337, 2.619], [1.391, -0.838, 2.739], [2.763, -0.762, 2.714], [3.462, 0.409, 2.485], [2.685, 1.593, 2.458], [1.279, 1.530, 2.579], [-5.079, -0.985, 2.705], [0.877, -1.882, 2.752], [3.375, -1.659, 2.869], [4.525, 0.454, 2.393], [3.203, 2.495, 2.225], [0.647, 2.412, 2.587], [-1.628, 6.871, 1.524], [-0.622, 8.534, 0.397], [2.200, 5.618, 1.468], [-0.196, 5.006, 2.051], [0.905, -6.152, -0.478], [1.895, -4.300, -1.030], [3.275, -4.293, -1.244], [3.971, -3.093, -1.349], [6.082, -3.132, -1.403], [3.204, -1.838, -1.293], [3.807, -0.606, -1.459], [2.998, 0.525, -1.465], [1.604, 0.404, -1.187], [1.082, -0.802, -1.025], [1.819, -1.900, -1.081], [1.079, -3.137, -0.879], [-0.164, -3.102, -0.543], [3.822, -5.271, -1.232], [4.874, -0.627, -1.725], [3.419, 1.531, -1.523], [0.957, 1.292, -1.034], [-3.362, 0.692, -3.805], [-1.962, 0.759, -3.116], [-1.949, 0.345, -1.854], [-1.636, 2.271, -3.206], [-2.502, 2.966, -2.449], [-1.707, 2.712, -4.534], [-0.404, 2.579, -2.774], [-0.966, -0.142, -3.995], [-1.375, -1.403, -3.870], [-0.873, 0.103, -5.300], [0.327, -0.022, -3.531], [-4.182, 1.054, -3.188], [-3.592, -0.343, -3.994], [-3.332, 1.311, -4.739]],
  "forces_ev_per_angstrom": [[0.798, -0.379, -0.334], [0.691, 0.526, -0.413], [-0.914, -0.785, 1.091], [0.460, 0.336, -0.654], [1.200, 0.607, 0.759], [-0.338, 0.129, 0.252], [0.120, -0.353, -0.257], [-2.227, 0.069, 0.602], [0.193, -1.433, -0.769], [1.519, 1.837, 0.211], [-2.212, -0.977, -0.521], [0.265, 0.135, 0.119], [0.446, 0.011, -0.103], [1.917, -1.599, 0.550], [-1.777, -1.572, -0.438], [1.163, -1.212, 0.028], [-2.303, 1.650, 0.481], [0.092, -1.607, -0.317], [0.101, 1.051, -0.397], [-0.235, -0.238, 0.083], [0.909, 2.059, 0.168], [-0.526, 0.055, -0.245], [0.433, -0.092, -0.054], [-0.165, 0.900, 0.191], [0.415, 0.266, -0.168], [0.331, 0.052, -0.156], [-0.073, -0.593, 0.361], [-0.622, -0.112, 0.116], [0.401, 0.698, -0.320], [0.572, 0.846, -0.438], [-1.778, -0.049, 0.721], [1.198, -0.063, 0.269], [-1.365, 0.059, 0.159], [-0.461, 0.009, -0.087], [1.267, -2.398, -0.060], [-0.314, 1.261, -0.864], [0.020, 0.260, 0.777], [1.063, -0.347, 0.307], [-0.825, 1.779, 0.475], [0.137, -0.490, -0.215], [0.221, -0.929, 0.254], [1.036, -0.092, -0.470], [-0.562, 1.091, -0.095], [-0.524, 0.535, 0.391], [-0.091, -0.346, -0.232], [0.445, -0.755, -0.343], [0.247, 0.221, -0.672], [-0.724, 0.317, -1.580], [0.142, 0.060, 0.498], [0.686, 0.034, -0.433], [0.277, -0.093, -0.753], [0.083, 0.002, 1.531], [-0.155, 0.041, -0.139], [0.421, 1.192, 1.106], [0.374, -0.383, 0.155], [-0.396, 0.334, -0.426], [-1.139, -0.445, -0.359], [0.392, 0.242, 0.372], [-0.073, -0.386, -0.376], [-0.235, -0.934, 0.660]]
}

Result set for calculated total energy: -2661.5334; -10760.2398 Ha, one per record in the order listed.
Result set for ΔE to the lowest compared entry with this formula, charge and spin: 270.58; 66.54 kJ/mol, one per record in the order listed.